Record 1
C17H15N3O4S | ωB97M-V/def2-TZVPD

Structure (XYZ):
```
40
Properties=species:S:1:pos:R:3:lowdin_charge:R:1
O 2.226 1.285 0.716 0.0880
C -5.215 -0.763 0.954 -0.4492
H -6.823 -2.031 0.300 0.0816
H -4.467 -1.375 -0.960 0.1248
N -2.452 0.222 -0.167 0.1317
C -6.061 -2.006 1.075 -0.0198
C -1.703 1.277 -0.242 -0.5430
H 1.873 -2.705 1.436 0.1192
H 2.913 -1.063 -3.084 0.1058
C 2.677 -1.431 -2.096 -0.0775
H 4.066 -0.114 -1.160 0.1142
H 0.091 0.493 0.371 0.1597
H -6.525 -2.048 2.057 0.0829
C 3.036 -1.351 0.275 -0.2743
C 0.298 2.519 -0.083 -0.4079
H 5.258 0.199 0.775 0.1408
H 2.593 4.399 -0.184 0.1237
C 1.712 2.451 0.254 -0.1622
C 2.710 3.390 0.153 0.0392
C -4.798 -0.453 -0.479 -0.0701
C 4.351 0.303 1.389 -0.1101
H 4.664 0.474 2.426 0.1451
O -0.269 3.526 -0.472 -0.0121
H 1.219 -2.833 -2.792 0.0999
H -5.420 -2.877 0.952 0.0886
C 2.087 -2.359 0.437 -0.0095
H 4.876 3.175 0.616 0.1159
N -0.374 1.332 0.051 0.1429
H -5.669 -0.063 -1.008 0.1301
C 3.334 -0.891 -1.002 -0.0233
O -4.905 -0.087 1.897 0.1049
N -3.940 1.798 -0.879 -0.2510
C -3.714 0.565 -0.527 -0.5064
S -2.568 2.689 -0.780 1.1062
C 3.541 1.469 0.899 -0.2355
C 3.895 2.750 0.568 0.0077
C 1.441 -2.890 -0.661 -0.0818
C 1.729 -2.424 -1.934 -0.0978
H 0.704 -3.666 -0.521 0.1049
O 3.610 -0.888 1.431 -0.0264
```

Properties
LUMO = 0.17 eV
F_max = 1.4 eV/Å
2S+1 = 1
ΔE to the lowest compared entry with this formula, charge and spin = 40.09 kJ/mol
E = -41367.93435 eV
HOMO-LUMO gap = 8.92 eV

Record 2
C17H15N5OS2 | ωB97M-V/def2-TZVPD

Structure (XYZ):
```
40
Properties=species:S:1:pos:R:3:lowdin_charge:R:1
C 0.243 3.257 0.652 -0.3570
C -5.527 -0.199 0.759 -0.0402
H -2.830 -1.357 -1.732 0.1110
S 6.002 -0.817 -0.860 1.0424
C 4.734 -0.871 0.328 -0.4399
H -7.896 -1.352 0.295 0.0769
C -3.346 0.054 -0.214 -0.1698
H 7.497 -2.723 -0.791 0.0607
H -4.119 1.321 1.322 0.1076
H 4.131 -2.219 1.879 0.1131
H -0.271 4.212 0.540 0.0940
N 3.571 1.278 -0.265 -0.0502
N 2.816 0.095 1.427 0.0827
N -1.112 0.454 -1.108 0.1455
N -1.784 1.840 0.500 0.2114
C -5.784 -1.294 -0.061 -0.2785
C -7.085 -2.029 0.039 -0.0531
C -2.086 0.759 -0.289 -0.2960
C -3.594 -1.042 -1.038 -0.0173
C -0.588 2.155 0.118 -0.4136
C 3.736 0.139 0.488 -0.3155
H -4.991 -2.553 -1.598 0.1107
H -6.282 0.129 1.459 0.1114
C 5.910 -2.826 0.722 -0.1798
O -0.131 1.358 -0.852 -0.0077
C 6.631 -2.315 -0.310 -0.4091
H 6.144 -3.758 1.205 0.1039
C -4.323 0.471 0.688 -0.0188
H 4.328 0.985 -2.179 0.0840
N 2.045 1.176 1.319 0.0295
C 2.494 1.879 0.312 -0.6307
C 4.317 1.745 -1.396 -0.0590
C 4.828 -2.007 1.090 -0.1106
S 1.817 3.383 -0.240 0.9950
H -7.022 -2.787 0.821 0.0854
H 0.462 3.073 1.705 0.0907
H 3.842 2.649 -1.774 0.0667
C -4.802 -1.704 -0.957 -0.0398
H -7.322 -2.530 -0.896 0.0755
H 5.346 1.971 -1.108 0.0885
```

Properties
LUMO = 0.48 eV
F_max = 1.4 eV/Å
2S+1 = 1
ΔE to the lowest compared entry with this formula, charge and spin = 187.67 kJ/mol
SMILES = Cc1ccc(-c2noc(CSc3nnc(-c4cccs4)n3C)n2)cc1
E = -49039.82015 eV
HOMO-LUMO gap = 8.50 eV

Record 3
C17H16AuBN5O3S | ωB97M-V/def2-TZVPD

Structure (XYZ):
```
44
Properties=species:S:1:pos:R:3:lowdin_charge:R:1
C 1.749 0.427 -2.793 -0.1790
C -4.073 -1.576 4.492 -0.0629
H -3.432 -2.448 4.497 0.1344
C 1.324 -0.876 -2.517 -0.0467
C -0.023 -0.117 -0.733 -0.2299
C 0.433 -1.173 -1.485 0.0202
C -4.099 0.778 4.456 -0.8102
C -5.440 -1.628 4.465 -0.0510
H 0.126 -2.189 -1.271 0.1183
N 2.811 0.510 2.469 0.1394
C 1.265 1.479 -2.006 0.0625
N 0.734 -3.434 2.380 0.1370
C 0.387 1.174 -0.989 -0.2127
C 4.018 -0.142 -3.702 -0.0547
N -5.451 0.770 4.451 0.0616
H 1.869 -0.864 -5.244 0.0741
C 0.750 -2.340 2.737 -0.1957
C 2.733 0.661 -3.944 -0.5656
Au -1.962 1.816 2.437 0.5698
H 2.775 0.391 -6.100 0.0786
H 3.582 2.516 -3.172 0.0864
H 4.729 0.027 -4.517 0.0789
H -5.979 -2.562 4.452 0.0979
H 2.247 2.759 -4.306 0.0841
H 3.818 -1.213 -3.645 0.0735
H 3.829 2.248 -4.901 0.0796
C 1.912 -0.138 2.780 -0.1950
C -6.077 -0.390 4.453 -0.1361
N -0.153 -0.427 3.878 -0.0323
C 0.803 -0.966 3.169 -0.3311
O -0.195 2.025 -0.091 0.0770
N -3.434 -0.405 4.511 0.0582
H -7.162 -0.338 4.436 0.1070
C 3.115 2.134 -4.082 -0.0779
H 1.163 0.739 -5.448 0.0881
S -3.238 2.271 4.471 0.4737
O -1.121 -1.224 4.165 -0.1897
H 4.489 0.158 -2.764 0.0919
H 1.566 2.505 -2.159 0.1136
H 1.700 -1.695 -3.118 0.1000
H -2.312 -0.544 4.451 0.0601
B -0.988 1.221 0.770 -0.7056
C 2.096 0.203 -5.263 -0.0568
O -0.882 -0.123 0.331 0.0670
```

Properties
LUMO = 2.33 eV
F_max = 0.4 eV/Å
2S+1 = 1
total charge = -1
ΔE to the lowest compared entry with this formula, charge and spin = 0.00 kJ/mol
E = -46688.49331 eV
HOMO-LUMO gap = 7.86 eV